No. 1
2 unconnected molecules or ions with the total composition C6H11NO2 at a distorted geometry, computed with wB97M-V/def2-TZVPD.

## Properties
Energy relative to the best compared isomer or geometry (same formula, charge and spin), eV: 3.235
SMILES: CC(=O)C=O.C=CNC
LUMO energy, eV: 0.63
Total energy, Eh: -440.36836

Geometry as XYZ:
```
20
Properties=species:S:1:pos:R:3:forces:R:3:mulliken_charge:R:1
C 2.16833 -0.16122 -1.31223 0.0 0.2 -0.1 -0.876
N 1.45108 -1.15767 -0.54650 -0.4 0.1 0.4 -0.191
C 0.08333 -1.11901 -0.44310 0.0 -0.7 -2.4 -0.122
C -0.74570 -0.33775 -1.21018 0.9 -1.6 0.0 -1.014
H 1.91671 -1.41187 0.31208 0.0 -0.1 0.0 0.276
H -0.33806 -1.95205 0.10626 0.0 0.2 0.4 0.432
H 3.23079 -0.41441 -1.29956 -0.2 0.0 0.0 0.309
H 2.04135 0.85144 -0.90223 0.0 -0.2 -0.1 0.307
H 1.81855 -0.17583 -2.34881 0.1 0.0 0.1 0.311
H -0.36061 0.31878 -1.97189 0.1 0.2 0.0 0.233
H -1.79992 -0.55113 -1.25026 -0.1 0.0 0.2 0.419
C -1.37575 -0.07318 2.01991 0.3 -1.0 -0.2 -1.246
C -0.36147 0.50575 1.06927 -1.2 4.1 0.6 1.046
C -1.07971 1.54022 0.05918 0.6 -0.4 1.4 -0.148
O 0.80216 0.76293 1.34166 -0.2 -0.8 -0.2 -0.623
O -2.26095 1.77817 0.04221 0.2 -0.1 0.0 -0.536
H -0.31881 2.16656 -0.44544 0.0 0.0 -0.2 0.376
H -0.92234 -0.87864 2.60277 -0.2 0.0 0.0 0.368
H -2.25674 -0.41044 1.47071 0.0 0.0 0.2 0.304
H -1.69223 0.71934 2.70614 0.2 0.0 -0.2 0.377
```
Forces are in eV/Å.

=====

No. 2
2 unconnected molecules or ions with the total composition C6H11NO2 at a distorted geometry, computed with wB97M-V/def2-TZVPD.

## Properties
Energy relative to the best compared isomer or geometry (same formula, charge and spin), eV: 4.233
SMILES: CCC(=O)NC=O.C=C
LUMO energy, eV: -0.23
Total energy, Eh: -440.33169

Geometry as XYZ:
```
20
Properties=species:S:1:pos:R:3:forces:R:3:mulliken_charge:R:1
C 0.22591 -0.08974 1.88843 0.1 0.0 0.0 -0.273
C 1.65238 -0.38806 1.40091 -0.1 0.0 0.0 -1.071
C -0.75025 -1.09266 1.32639 -0.3 0.2 -0.2 0.355
N -1.17090 -0.88872 -0.00138 -0.9 1.0 0.6 -0.325
O -1.11412 -2.08071 1.92729 0.2 0.0 -0.1 -0.607
H -1.82039 -1.62474 -0.26961 -0.1 0.2 0.1 0.239
H -0.25032 -0.55843 -1.15667 0.7 2.2 -2.3 0.360
H -0.06899 0.91793 1.59542 0.0 -0.1 0.0 0.253
H 0.17828 -0.17490 2.97398 0.0 0.0 0.0 0.332
H 2.35471 0.31219 1.85338 0.0 0.0 0.0 0.308
H 1.95082 -1.39999 1.67710 0.0 0.0 0.0 0.337
H 1.72999 -0.28543 0.31826 0.0 0.0 0.0 0.244
C -1.57883 0.57775 -0.68503 -0.6 -1.2 2.9 0.069
C -0.09387 0.27120 -2.11341 0.7 -1.9 0.4 -0.482
C 0.78892 1.26415 -2.09968 -0.1 0.2 -0.1 -0.507
O -1.42276 1.59398 -0.07084 0.0 -0.8 -0.7 -0.475
H -2.41381 0.32890 -1.35206 0.5 0.2 -0.4 0.382
H -0.47928 -0.13041 -3.04739 0.1 0.2 -0.2 0.367
H 1.11287 1.71345 -1.16608 0.1 -0.1 0.0 0.216
H 1.16964 1.73426 -2.99899 -0.1 0.0 -0.1 0.278
```
Forces are in eV/Å.

=====

No. 3
A molecular structure, C6H11NO2 at a distorted geometry, computed with wB97M-V/def2-TZVPD.

## Properties
Energy relative to the best compared isomer or geometry (same formula, charge and spin), eV: 4.688
LUMO energy, eV: 0.79
Total energy, Eh: -440.31495

Geometry as XYZ:
```
20
Properties=species:S:1:pos:R:3:forces:R:3:mulliken_charge:R:1
C 0.33684 0.56170 -0.80323 1.3 -1.6 3.5 0.741
C 0.86994 -0.69321 -1.48071 -0.3 0.3 0.2 -0.918
C 1.87476 -0.84239 -0.30760 -0.8 -1.2 1.0 -0.475
C -1.94818 0.89132 0.31311 -0.2 0.1 0.3 -1.120
C -0.79486 -0.96522 1.33944 0.8 -0.7 -0.4 -1.082
N -0.68298 0.20614 0.49475 -1.8 1.5 -1.7 0.085
C 1.26485 0.41110 0.39286 3.2 3.1 -2.6 0.377
O 0.29664 1.72586 -1.47627 -1.7 0.3 0.3 -0.550
O 1.76525 1.26640 1.11885 -0.8 -1.5 -0.3 -0.704
H 0.21379 2.44073 -0.82061 0.3 -0.1 -0.2 0.427
H 1.30273 -0.47637 -2.45532 0.1 0.0 0.1 0.331
H 0.12641 -1.48170 -1.57340 0.1 -0.1 0.0 0.211
H 2.90992 -0.66536 -0.59084 0.0 0.2 0.2 0.317
H 1.78822 -1.77034 0.25417 0.3 -0.2 -0.1 0.274
H -1.88565 1.72949 -0.37813 0.1 -0.1 -0.2 0.385
H -2.70246 0.18927 -0.06180 -0.2 0.2 0.0 0.336
H -2.28414 1.31877 1.26077 -0.2 -0.1 0.1 0.333
H -1.75125 -1.03936 1.85606 -0.2 0.3 -0.4 0.430
H -0.65177 -1.89790 0.78210 0.0 -0.1 0.1 0.279
H -0.04806 -0.90892 2.13581 0.1 -0.2 0.0 0.323
```
Forces are in eV/Å.

=====

No. 4
A single C6H11NO2 molecule at a distorted geometry, computed with wB97M-V/def2-TZVPD.

## Properties
Energy relative to the best compared isomer or geometry (same formula, charge and spin), eV: 5.059
SMILES: CC(C)(C)N(O)C=C=O
LUMO energy, eV: 0.69
Total energy, Eh: -440.30131

Geometry as XYZ:
```
20
Properties=species:S:1:pos:R:3:forces:R:3:mulliken_charge:R:1
C -0.15885 0.33204 -0.30091 1.2 0.9 1.8 1.290
C -1.64970 0.50748 -0.00002 0.1 -0.3 0.4 -1.401
C 0.47188 1.70017 -0.57573 0.0 0.2 0.1 -1.580
C 0.02751 -0.53978 -1.53860 0.2 -0.6 0.1 -1.797
C 0.42673 -2.46177 0.60381 0.8 -1.5 0.9 0.428
C 0.93535 -1.51631 1.36347 -0.5 -0.6 -0.5 -0.451
O 1.25850 0.67372 2.00954 -0.6 0.5 -0.6 -0.502
N 0.65278 -0.20072 1.09980 -2.0 1.9 -2.6 0.268
O 0.11405 -3.42985 0.01518 -0.2 0.3 -0.2 -0.448
H 0.51347 1.08934 2.47975 0.4 -0.2 0.0 0.340
H 1.48922 -1.74553 2.26816 -0.1 -0.2 -0.3 0.374
H -2.13370 -0.45699 0.18071 0.1 0.1 0.1 0.334
H -2.16520 0.97013 -0.85208 0.3 -0.1 0.1 0.374
H -1.81069 1.14900 0.87193 0.1 -0.1 -0.1 0.337
H 1.54723 1.60536 -0.75494 -0.2 0.0 0.0 0.374
H 0.01175 2.17683 -1.45089 0.0 -0.3 0.1 0.407
H 0.31616 2.40118 0.24954 0.1 -0.2 0.0 0.383
H -0.30142 -0.01071 -2.44354 0.3 0.4 0.4 0.431
H 1.07684 -0.82502 -1.66273 -0.2 -0.1 -0.1 0.414
H -0.62190 -1.41856 -1.56243 0.3 -0.1 0.4 0.425
```
Forces are in eV/Å.

=====

No. 5
2 unconnected molecules or ions with the total composition C6H11NO2S at a distorted geometry, computed with wB97M-V/def2-TZVPD.

## Properties
Energy relative to the best compared isomer or geometry (same formula, charge and spin), eV: 0.378
SMILES: SN1CCCCC1.O=C=O
LUMO energy, eV: 0.69
Total energy, Eh: -838.61015

Geometry as XYZ:
```
21
Properties=species:S:1:pos:R:3:forces:R:3:mulliken_charge:R:1
C 0.36921 -1.76359 -2.60495 -2.2 1.7 -0.1 0.760
C -0.98856 1.72774 0.55421 -0.8 -1.4 0.7 -0.491
C -1.65532 0.37296 0.30187 -0.3 -2.6 -0.6 -0.554
C 0.34570 1.59505 -0.04325 -0.1 0.2 -2.4 -0.664
C -0.78755 -0.83644 0.85729 -0.2 2.0 -1.0 -0.889
C 1.10212 0.43753 0.47032 3.8 0.0 0.0 -0.710
N 0.47781 -0.79505 0.17392 2.0 -2.4 0.7 -0.122
O -0.53112 -1.05408 -2.76809 -0.2 0.2 -0.3 -0.407
O 1.23168 -2.48022 -2.45246 2.4 -1.9 0.3 -0.361
S 1.55603 -2.14509 0.98170 -1.4 1.2 -0.6 -0.205
H -1.55576 2.48896 0.01606 -0.1 0.4 1.0 0.304
H -0.76243 1.76955 1.63985 -1.0 0.9 -0.3 0.286
H -2.66846 0.11697 0.68458 0.5 1.0 0.0 0.340
H -1.69782 0.15326 -0.79337 -0.1 0.5 0.6 0.203
H 0.26218 1.74199 -1.16111 0.1 -1.3 0.7 0.259
H 1.01170 2.35690 0.12439 1.2 2.6 1.1 0.399
H -0.61385 -0.62815 1.90593 -0.4 -0.6 0.8 0.430
H -1.17366 -1.78273 0.56603 -1.0 -0.7 0.5 0.519
H 2.11473 0.46362 -0.00565 -0.7 -0.2 -0.2 0.421
H 1.50277 0.52119 1.54489 -1.4 0.2 -0.7 0.351
H 2.46062 -2.26037 0.00783 -0.1 0.1 -0.3 0.130
```
Forces are in eV/Å.

=====

No. 6
2 unconnected molecules or ions with the total composition C6H11NO3P at a distorted geometry, computed with wB97M-V/def2-TZVPD.

## Properties
Energy relative to the best compared isomer or geometry (same formula, charge and spin), eV: 5.786
Charge: -1
LUMO energy (spin up / spin down), eV: 3.79 / 3.81
Total energy, Eh: -856.93229

Geometry as XYZ:
```
22
Properties=species:S:1:pos:R:3:forces:R:3:mulliken_charge:R:1
C 3.28730 0.82814 -0.49780 -0.6 -2.6 0.3 -0.801
C -4.00821 -0.34198 0.49016 3.0 1.4 -4.4 -1.054
C 2.97444 -0.25015 0.36918 -0.8 0.5 -2.2 -0.007
C -2.99056 -0.07858 -0.36022 -1.7 1.6 -1.8 0.055
C 1.77582 -0.93840 0.45591 0.2 2.9 -2.9 -0.819
C -1.55750 -0.26910 -0.21003 2.4 -3.0 0.3 -0.400
N 0.73356 1.17464 0.99222 -1.2 -1.7 1.5 -0.331
O -1.65801 2.27459 0.68752 -1.4 0.9 1.4 -0.778
O -0.18102 1.93196 -1.31674 1.2 -0.1 -0.4 -0.778
O 1.66170 1.96064 0.50848 -1.8 1.6 -2.1 -0.195
P -0.72871 1.41088 -0.01963 0.3 -1.7 0.3 0.905
H 4.24743 1.30251 -0.49485 0.4 0.2 0.4 0.300
H 2.77327 0.91947 -1.44967 -0.4 0.2 0.3 0.252
H -4.98306 -0.12718 0.32988 -2.9 1.1 -1.3 0.310
H -3.92550 -0.72938 1.38796 1.3 -2.2 4.3 0.349
H 3.62542 -0.61268 1.05788 2.4 0.0 2.3 0.365
H -3.08034 0.52239 -1.35533 -1.0 -1.1 1.7 0.155
H 1.47724 -1.58137 1.20419 -0.2 -1.3 1.5 0.320
H 1.20686 -0.88396 -0.45389 -0.8 -0.2 0.0 0.292
H -1.06885 -0.86455 -1.17926 -1.3 1.6 2.5 0.210
H -1.43986 -0.96998 0.71892 0.5 1.4 -1.5 0.237
H 1.06376 2.16522 -0.38498 2.1 0.7 -0.1 0.411
```
Forces are in eV/Å.